Formula: C6H10N2O
Source: OMol25
Level of theory: ωB97M-V/def2-TZVPD

Each line ends with the natural charge from an NBO analysis.
Atoms and positions in Å:
O: -0.90032 1.32073 0.95237  -0.477
N: 1.30659 1.99630 0.87817  -0.755
N: 0.31607 1.19979 -2.25369  -0.840
C: 0.28864 0.61422 -0.96580  -0.200
C: -0.80488 -0.18280 0.81576  -0.018
C: -0.56774 -1.81998 -1.18933  -0.646
C: -0.35424 -0.51375 -0.50156  0.032
C: 0.25679 1.37216 0.30773  0.716
C: -0.55889 -0.86695 2.11064  -0.649
H: -1.57564 -1.86892 -1.61049  0.227
H: 0.48517 -0.77196 2.45591  0.171
H: -0.15305 0.64069 -2.95476  0.371
H: 1.24507 1.43957 -2.57321  0.358
H: -0.77559 -1.93080 1.98836  0.225
H: 0.15806 -1.97062 -1.99088  0.213
H: -1.21374 -0.50514 2.90474  0.218
H: -0.46728 -2.65404 -0.49125  0.223
H: 2.12890 2.13350 0.30760  0.416
H: 1.18608 2.36799 1.80969  0.416

Force components x, y, z for each atom (eV/Å):
O 1.7 0.5 0.0
N -1.6 -0.7 -0.8
N 0.0 0.6 -0.3
C 0.5 -0.8 -0.2
C -1.1 -1.4 -0.5
C 0.1 -0.1 0.0
C 0.3 0.7 0.8
C -0.2 1.1 0.8
C 0.1 0.0 -0.1
H 0.0 0.0 0.0
H 0.0 -0.1 0.2
H 0.0 0.1 0.1
H -0.1 -0.2 -0.1
H 0.1 0.0 0.0
H 0.0 0.1 0.0
H 0.0 0.0 0.0
H -0.1 0.1 0.0
H 0.0 -0.1 0.4
H 0.2 0.2 -0.2

Computed properties:
- HOMO-LUMO gap: 6.35 eV
- HOMO: -5.62 eV
- ΔE to the lowest compared entry with this formula, charge and spin: 418.77 kJ/mol
- E: -419.226994 Eh

Formula: C6H10N2O
Source: OMol25
Level of theory: ωB97M-V/def2-TZVPD

Each line ends with the natural charge from an NBO analysis.
Atoms and positions in Å:
O: -0.56259 1.09557 -1.76789  -0.393
N: 0.13813 0.50913 -0.65916  -0.168
N: 1.11739 0.90598 1.38946  -0.441
C: 0.25317 1.26632 0.53134  0.271
C: -1.37593 0.09909 -2.40649  -0.100
C: 0.63420 -1.33690 2.67305  -0.623
C: -0.41350 -0.69716 -0.56188  0.007
C: 1.66721 -0.45082 1.73749  -0.261
C: -1.51733 -0.86708 -1.29029  -0.331
H: -0.10713 -1.45554 0.18270  0.219
H: -0.56956 -0.38234 -3.28862  0.165
H: -0.03771 -0.41100 3.44176  0.228
H: 1.47877 -2.05787 3.07290  0.228
H: 2.54996 -0.38887 2.30710  0.209
H: -2.38332 0.68307 -2.77578  0.215
H: -0.14816 2.21731 0.43668  0.191
H: -0.20565 -1.91174 1.97996  0.199
H: -1.95997 -1.73998 -1.39352  0.205
H: 1.60803 -1.30398 0.96856  0.180

Force components x, y, z for each atom (eV/Å):
O 0.1 1.8 0.5
N 0.3 0.7 -1.6
N -0.7 -0.7 2.0
C 3.5 -2.5 -0.8
C 0.3 0.9 -1.7
C -0.9 2.3 0.0
C -2.0 -3.4 2.2
C -4.5 -1.5 -1.5
C 2.7 2.4 -1.1
H -0.1 1.0 -0.6
H -3.0 1.3 1.7
H 2.3 -3.5 -1.9
H -2.6 1.1 0.1
H 1.1 0.4 0.1
H 2.7 -1.7 0.4
H -0.7 1.9 0.2
H 2.3 1.5 2.2
H -2.3 -3.9 -0.3
H 1.5 1.9 0.1

Computed properties:
- HOMO-LUMO gap: 9.03 eV
- HOMO: -8.20 eV
- ΔE to the lowest compared entry with this formula, charge and spin: 745.22 kJ/mol
- E: -419.102656 Eh

Formula: C6H10N2O
Source: OMol25
Level of theory: ωB97M-V/def2-TZVPD

Each line ends with the natural charge from an NBO analysis.
Atoms and positions in Å:
O: -1.47114 2.07990 -0.10915  -0.524
N: -0.03001 0.28549 -0.64275  -0.447
N: 2.86267 0.76071 0.32549  -0.832
C: -1.24463 0.88742 -0.10166  0.694
C: -0.13244 -1.18515 -0.44459  -0.086
C: -1.47006 -1.51421 0.23625  -0.416
C: 0.86152 -0.47014 0.27303  -0.061
C: -2.18036 -0.17348 0.36310  -0.539
C: 2.26622 -0.46331 -0.15721  -0.233
H: 2.79017 0.76847 1.32959  0.353
H: -2.06516 -2.18990 -0.36905  0.222
H: -3.07066 -0.15060 -0.30514  0.248
H: 2.10247 -0.33434 -1.24009  0.213
H: 0.10718 -1.75682 -1.32731  0.212
H: 0.68406 -0.28094 1.32821  0.194
H: -1.31600 -2.00332 1.24800  0.213
H: 3.84110 0.91068 -0.04507  0.372
H: -2.55752 0.01987 1.37018  0.245
H: 2.82343 -1.43241 0.09119  0.172

Force components x, y, z for each atom (eV/Å):
O 0.5 -1.5 0.0
N -0.7 0.2 -0.1
N 1.5 0.2 -0.8
C 1.0 1.4 -0.2
C -2.0 -0.5 -0.7
C 0.5 -0.6 1.1
C -0.1 0.8 1.5
C -1.4 -0.6 0.0
C 0.7 -0.3 -1.0
H 0.6 0.3 0.2
H 0.1 -0.2 0.0
H 0.5 0.1 0.4
H 0.9 -0.5 0.1
H 0.3 -0.2 0.0
H -0.1 -0.2 0.2
H -0.1 0.5 -1.2
H -1.6 -0.3 1.1
H 0.1 0.2 -0.1
H -0.8 1.1 -0.3

Computed properties:
- HOMO-LUMO gap: 10.31 eV
- HOMO: -9.37 eV
- ΔE to the lowest compared entry with this formula, charge and spin: 157.29 kJ/mol
- SMILES: NC[C@@H]1[C@H]2CCC(=O)N12
- E: -419.326585 Eh

Q: Look up the E of the second one.
A: -419.102656 Eh

Q: Which value of HOMO does entry 2 give?
A: -8.20 eV

Q: Which value of HOMO does entry 1 give?
A: -5.62 eV

Q: Which value of HOMO does entry 1 give?
A: -5.62 eV